(1)
11
Properties=species:S:1:pos:R:3 method="wB97M-V/def2-TZVPD" homo_ev=-9.409 smiles="[H]/N=C/N=C=O.C#C" gap_ev=9.93 e_lumo_ha=0.0192 e_above_lowest_kcal_mol=88.3
H -2.3036 0.4122 0.3624
N -1.3565 0.0806 0.5438
C -1.1000 -0.9749 -0.1533
N 0.1186 -1.5514 -0.1802
C 1.1992 -1.0326 0.2342
O 2.2642 -1.1634 0.7241
H -1.8433 -1.4748 -0.7781
C 1.1854 0.9306 -0.3677
C 0.1729 1.5124 0.0322
H 2.1807 0.9959 -0.7617
H -0.5176 2.2653 0.3442



(2)
14
Properties=species:S:1:pos:R:3 method="wB97M-V/def2-TZVPD" homo_ev="1.405 / -3.770" total_charge=-1 gap_ev="2.55 / 7.63" e_lumo_ha="0.1452 / 0.1420" s2=0.753 e_above_lowest_kcal_mol=48.6 multiplicity=2
C -3.1030 1.9376 1.1042
C -3.4986 0.8674 0.4095
H -3.7599 2.7973 1.0293
H -2.2359 1.9035 1.7476
H -4.3277 1.0090 -0.2747
H -2.8340 0.0178 0.2966
C 1.6049 -1.8725 -0.4545
C 2.6753 -1.1295 -0.0958
N 3.0620 0.0641 -0.7874
H 1.4280 -2.1300 -1.4888
H 1.0318 -2.2954 0.3823
H 3.3176 -1.3551 0.7548
H 4.0637 0.1060 -0.9478
H 2.5758 0.0799 -1.6754



(3)
67
Properties=species:S:1:pos:R:3 method="wB97M-V/def2-TZVPD" homo_ev=-9.000 smiles="CCCCN[C@H]1OC(=O)C[C@@]1(CCOCC)Cc1ccc(C)cc1.O=C1CCCO1" gap_ev=9.57 e_lumo_ha=0.0210 e_above_lowest_kcal_mol=0.0
C 4.3477 -1.8109 1.9235
C 4.2827 -0.5514 2.9005
C 4.1863 0.7569 2.0162
C 2.7141 1.3865 1.9630
N 2.3037 1.3833 0.5370
C 0.9237 1.8434 0.3354
O 1.0009 2.3992 -1.0143
C 1.2695 1.3061 -1.8761
O 1.9534 1.3647 -2.8469
C 0.5009 0.1016 -1.2084
C -0.1991 0.7229 0.0904
C -1.4951 1.3797 -0.5288
C -2.7765 0.4626 -0.5240
O -2.5141 -0.9152 -0.7884
C -3.4014 -1.7880 -0.0929
C -2.6567 -3.1782 0.1592
C -0.3279 -0.2364 1.3266
C -1.3756 0.2437 2.4043
C -2.1175 -0.8279 3.0880
C -3.1348 -0.4692 4.0695
C -3.4143 0.9443 4.3483
C -4.5496 1.2666 5.3770
C -2.6702 2.0101 3.6964
C -1.6560 1.6320 2.7159
H 3.3226 -2.0592 1.5444
H 4.7950 -2.7073 2.4400
H 4.9883 -1.6162 1.0282
H 5.2924 -0.5339 3.4005
H 3.4390 -0.6694 3.6209
H 4.4589 0.4521 0.9656
H 4.9390 1.5469 2.2900
H 2.0372 0.8173 2.6432
H 2.8079 2.4310 2.3881
H 2.8876 2.1083 0.1001
H 0.5913 2.7254 0.9518
H 1.0793 -0.8408 -1.0594
H -0.3007 -0.1138 -1.9677
H -1.7283 2.3007 0.0822
H -1.3613 1.7513 -1.5763
H -3.4960 0.9078 -1.2763
H -3.2827 0.6095 0.4755
H -4.3565 -1.9960 -0.6607
H -3.7173 -1.4192 0.9165
H -2.5172 -3.3739 1.2606
H -1.6366 -3.1848 -0.2969
H -3.3231 -3.9912 -0.2210
H 0.6579 -0.5074 1.7888
H -0.7481 -1.2101 0.9417
H -1.9128 -1.8955 2.8381
H -3.6983 -1.2898 4.5644
H -5.5112 0.7956 5.0218
H -4.3403 0.8802 6.4016
H -4.7295 2.3738 5.3429
H -2.8656 3.0878 3.8854
H -1.0814 2.4124 2.1698
O 2.7652 -2.3792 -7.9603
C 2.2974 -1.5148 -7.2741
C 0.8912 -1.4823 -6.7216
C 0.7479 -0.0311 -6.2965
C 2.1744 0.3485 -5.9582
O 2.9933 -0.4302 -6.8473
H 0.8279 -2.1646 -5.8716
H 0.1650 -1.7531 -7.4855
H 0.0551 0.1193 -5.4683
H 0.3955 0.5654 -7.1424
H 2.4382 0.0954 -4.9299
H 2.3651 1.4088 -6.1197



(4)
141
Properties=species:S:1:pos:R:3 method="wB97M-V/def2-TZVPD" homo_ev=-9.869 smiles="CCCCCCCCCc1cc(Br)cc2c1C(=O)c1ccccc1C2=O.O=C1OCCO1.O=C1OCCO1.O=C1OCCO1.O=C1OCCO1.O=C1OCCO1.O=C1OCCO1.O=C1OCCO1.O=C1OCCO1.O=C1OCCO1" gap_ev=8.49 e_lumo_ha=-0.0508
C -4.6418 10.3637 1.5608
C -4.2360 9.4291 0.4157
C -4.1467 7.9733 0.8649
C -3.4904 7.0482 -0.1708
C -4.0885 5.6339 -0.1645
C -3.1766 4.6088 -0.8759
C -2.8488 3.3775 -0.0059
C -3.5234 2.0577 -0.4218
C -2.5326 0.8915 -0.3994
C -1.9349 0.6052 0.9556
C -2.6733 0.8194 2.1217
C -2.1332 0.5723 3.3694
Br -3.1837 0.8516 4.9116
C -0.8307 0.1323 3.5216
C -0.0754 -0.0496 2.3759
C -0.6176 0.1594 1.1038
C 0.2896 -0.0771 -0.0590
O -0.0827 -0.5750 -1.1024
C 1.7110 0.3232 0.1729
C 2.4943 0.8787 -0.8283
C 3.7902 1.2772 -0.5316
C 4.3112 1.1033 0.7429
C 3.5429 0.5104 1.7341
C 2.2398 0.1302 1.4481
C 1.3559 -0.4600 2.4884
O 1.7615 -1.2040 3.3584
H -5.3438 9.8501 2.2206
H -5.0994 11.2833 1.2031
H -3.7671 10.6052 2.1663
H -4.9479 9.5153 -0.4085
H -3.2524 9.7201 0.0378
H -5.1418 7.6063 1.1316
H -3.5333 7.9536 1.7720
H -2.4411 6.9354 0.0866
H -3.6003 7.4711 -1.1714
H -4.2404 5.3516 0.8799
H -5.0723 5.6557 -0.6403
H -2.2365 5.1067 -1.1124
H -3.6153 4.3012 -1.8233
H -1.7690 3.2156 -0.0485
H -3.0967 3.6017 1.0324
H -4.3745 1.8242 0.2233
H -3.9137 2.1201 -1.4355
H -1.7473 1.1230 -1.1148
H -3.0143 -0.0207 -0.7652
H -3.6852 1.1911 2.0581
H -0.3897 -0.0630 4.4886
H 2.0916 1.0151 -1.8224
H 4.3976 1.7375 -1.2987
H 5.3168 1.4333 0.9692
H 3.9159 0.3422 2.7316
O -3.0349 -5.9585 4.3737
C -2.2328 -5.0832 4.4514
O -1.8621 -4.2892 3.4268
C -1.0687 -3.2136 3.9490
C -0.5420 -3.8084 5.2400
O -1.5716 -4.7471 5.5792
H -0.2862 -2.9444 3.2468
H -1.7189 -2.3553 4.1199
H 0.3938 -4.3502 5.0975
H -0.4220 -3.0834 6.0399
O 0.0557 6.4491 -0.1351
C 0.3738 7.5693 0.1018
O 1.6335 7.9733 0.3628
C 1.6632 9.4071 0.3907
C 0.2164 9.7409 0.7056
O -0.4840 8.6179 0.1565
H 2.3696 9.7462 1.1401
H 1.9743 9.7738 -0.5871
H 0.0193 9.7819 1.7787
H -0.1322 10.6578 0.2383
O 4.7077 8.8685 0.3623
C 4.9075 8.4795 1.4651
O 4.5467 9.1435 2.5921
C 4.7306 8.2688 3.7122
C 5.7673 7.2929 3.1861
O 5.5112 7.3143 1.7782
H 5.0619 8.8385 4.5756
H 3.7795 7.7836 3.9366
H 6.7884 7.6341 3.3614
H 5.6520 6.2826 3.5677
O -7.1879 -10.8860 4.9872
C -6.3792 -10.0194 5.0523
O -6.0051 -9.2304 4.0204
C -5.1917 -8.1641 4.5305
C -4.6637 -8.7580 5.8200
O -5.7003 -9.6819 6.1747
H -4.4142 -7.9046 3.8220
H -5.8252 -7.2931 4.7034
H -3.7350 -9.3113 5.6728
H -4.5273 -8.0279 6.6120
O 8.8991 1.6790 4.8753
C 7.9750 0.9388 4.9069
O 6.7554 1.2034 4.3721
C 5.9755 0.0064 4.4031
C 6.6347 -0.7784 5.5220
O 7.9778 -0.2878 5.4793
H 4.9342 0.2443 4.6008
H 6.0609 -0.4960 3.4375
H 6.2070 -0.5476 6.4990
H 6.6234 -1.8535 5.3684
O 1.1791 -4.5977 -5.5942
C 0.6853 -4.1535 -4.6049
O -0.4611 -3.4446 -4.5753
C -0.8563 -3.2761 -3.2051
C 0.4619 -3.4370 -2.4764
O 1.1992 -4.2882 -3.3676
H -1.3126 -2.3012 -3.0605
H -1.5727 -4.0595 -2.9532
H 0.9920 -2.4908 -2.3723
H 0.3679 -3.9084 -1.5023
O 2.9167 -10.3059 -8.2393
C 2.5790 -9.1664 -8.1725
O 2.6493 -8.4150 -7.0540
C 2.3746 -7.0473 -7.4016
C 1.5759 -7.2081 -8.6802
O 2.0715 -8.4519 -9.1971
H 1.8292 -6.5519 -6.6063
H 3.3231 -6.5341 -7.5641
H 0.5064 -7.3112 -8.4919
H 1.7408 -6.4144 -9.4027
O 3.0244 -13.6541 -2.4635
C 3.1407 -13.0669 -3.4886
O 3.7920 -13.5370 -4.5777
C 3.5293 -12.6594 -5.6814
C 3.1754 -11.3660 -4.9785
O 2.6411 -11.8330 -3.7328
H 4.4044 -12.5772 -6.3181
H 2.6966 -13.0579 -6.2618
H 4.0525 -10.7500 -4.7738
H 2.4387 -10.7733 -5.5103
O -2.0632 2.6017 -3.0793
C -2.6988 2.3697 -4.0545
O -2.7140 3.1305 -5.1695
C -3.4153 2.4214 -6.1967
C -4.2914 1.4786 -5.3918
O -3.5221 1.3034 -4.1964
H -3.9734 3.1202 -6.8130
H -2.6883 1.8909 -6.8132
H -5.2510 1.9252 -5.1274
H -4.4570 0.5174 -5.8698



(5)
43
Properties=species:S:1:pos:R:3 method="wB97M-V/def2-TZVPD" homo_ev="-8.998 / -10.180" total_charge=+1 gap_ev="6.75 / 5.21" e_lumo_ha="-0.0826 / -0.1827" s2=12.043 multiplicity=7
Mn 0.1831 0.0365 0.5905
P 0.8788 2.2490 0.8027
P 1.9954 -1.3762 1.1158
N -1.2759 0.7827 -0.3779
N -0.6468 -1.6726 0.0127
H -2.9737 0.2101 -1.2655
H -2.6706 -2.2432 -0.1463
H -3.1106 -0.0499 0.4419
C -2.3972 -0.1005 -0.3982
H -1.9282 -1.7474 -1.6541
C -1.9628 -1.5338 -0.5790
H -2.4274 2.5039 -0.5560
H -0.5822 -3.7609 -0.3187
C -1.4652 2.0865 -0.9173
C -0.0318 -2.8715 0.0632
H -0.8379 3.7684 0.2928
C -0.3628 3.0211 -0.3507
H 0.1735 3.5107 -1.1726
H 3.2238 -1.4386 0.4178
H 2.3742 -1.6834 2.4481
H 2.0549 2.8016 0.2487
H 0.7463 3.1031 1.9458
O 1.7866 0.0053 -1.1744
C 1.8856 -0.0349 -2.4301
C 1.9259 1.2786 -3.1390
C 1.6116 -1.2774 -3.1964
H -1.5459 2.1594 -1.9940
H 1.3000 2.0039 -2.6193
H 2.8933 1.7211 -3.2671
H 1.5509 1.1731 -4.1435
H 0.9613 -1.9599 -2.6176
H 1.2081 -1.0131 -4.1836
H 2.5506 -1.8064 -3.3891
C 1.2613 -2.9461 0.5822
H 1.7821 -3.9173 0.6399
S -2.1898 -0.9862 4.4468
C -1.1023 0.2836 4.8578
C -0.2999 0.5856 3.7931
N -0.5532 -0.1518 2.6323
C -1.5391 -1.0343 2.8650
H -1.0507 0.7692 5.8151
H 0.4837 1.3226 3.7315
H -1.8769 -1.7706 2.1463



(6)
17
Properties=species:S:1:pos:R:3 method="wB97M-V/def2-TZVPD" homo_ev="2.815 / -2.113" total_charge=-2 gap_ev="2.78 / 7.94" e_lumo_ha="0.2057 / 0.2140" s2=3.757 multiplicity=4
V -18.7368 10.9689 -23.5345
Cl -17.1869 11.3209 -22.0354
Cl -18.9503 8.8729 -23.0849
Cl -17.1945 10.4572 -24.9057
Cl -20.3604 10.9529 -24.7972
C -18.3327 13.7761 -23.4451
O -18.5712 12.4977 -24.0704
H -17.7778 14.4859 -24.0585
H -19.3213 14.2121 -23.3019
H -17.8615 13.5896 -22.4800
H -18.6180 12.6498 -25.0171
C -20.1436 11.2492 -21.2846
O -19.6729 11.8895 -22.4412
H -21.0765 11.6202 -20.8600
H -20.2748 10.1673 -21.2688
H -19.3801 11.4125 -20.5240
H -19.7490 12.8387 -22.3199



(7)
35
Properties=species:S:1:pos:R:3 method="wB97M-V/def2-TZVPD" homo_ev=-12.071 total_charge=+1 gap_ev=8.02 e_lumo_ha=-0.1489 e_above_lowest_kcal_mol=11.6
C 3.3848 -0.2062 -0.8344
N 1.9882 -0.6272 -0.9249
C 1.6833 -1.7203 -1.8493
C 1.0473 0.1008 -0.3606
C -0.3580 -0.1763 -0.5193
C -0.9402 -1.4489 -0.2819
C -2.2753 -1.6669 -0.5944
C -3.0720 -0.6398 -1.1162
C -4.5174 -0.9035 -1.4032
C -2.4995 0.6179 -1.3515
C -1.1710 0.8566 -1.0360
H 3.9934 -0.9878 -1.2924
H 3.5429 0.7478 -1.3625
H 3.6767 -0.0660 0.2145
H 2.6135 -1.9475 -2.3768
H 1.3446 -2.6204 -1.3230
H 0.9132 -1.4359 -2.5783
H 1.3636 1.0697 0.0386
H -0.3322 -2.2464 0.1473
H -2.7194 -2.6568 -0.4468
H -4.9972 -0.0036 -1.7956
H -4.6364 -1.7136 -2.1338
H -5.0395 -1.2104 -0.4878
H -3.1139 1.4056 -1.7962
H -0.7081 1.8299 -1.2162
C 1.1858 0.4358 3.1300
N 1.3727 1.4009 2.0633
C 0.7562 2.6921 2.3172
H 1.7188 -0.4864 2.8710
H 1.5570 0.8076 4.1015
H 0.1142 0.2136 3.2303
H 2.3628 1.5090 1.8508
H 0.9907 3.3640 1.4853
H -0.3324 2.5631 2.3744
H 1.1030 3.1498 3.2571



(8)
142
Properties=species:S:1:pos:R:3 method="wB97M-V/def2-TZVPD" homo_ev=-8.418 smiles=COC[C@H](C)N.COC[C@H](C)N.COCCNCCOC.COCCNCCOC.COCCNCCOC.CCO.CCO.CCO.CCO gap_ev=8.83 e_lumo_ha=0.0152 e_above_lowest_kcal_mol=0.0
C 5.2909 8.7471 -13.4706
O 4.3066 8.2029 -12.6276
C 4.4194 8.5598 -11.2703
C 3.2378 7.8685 -10.5598
C 1.8620 8.4386 -10.8471
N 3.4724 7.9662 -9.0983
H 6.3035 8.5629 -13.1013
H 5.1474 9.8241 -13.6280
H 5.1396 8.3119 -14.4585
H 5.3459 8.1828 -10.8122
H 4.4374 9.6481 -11.1407
H 3.4254 6.8247 -10.8375
H 1.6756 9.4027 -10.3719
H 1.0710 7.8151 -10.4218
H 1.7077 8.4999 -11.9225
H 4.3301 7.4860 -8.8255
H 2.7900 7.3428 -8.6602
C -3.7692 14.4909 -12.6366
O -4.0885 13.6125 -13.6930
C -3.3050 12.4273 -13.6788
C -1.8621 12.6881 -14.0609
C -1.7469 13.5180 -15.3613
N -1.0907 11.4442 -14.2142
H -2.7364 14.8499 -12.6528
H -3.9879 14.0381 -11.6638
H -4.3645 15.3977 -12.7628
H -3.3410 11.9306 -12.6979
H -3.8468 11.7294 -14.3215
H -1.3269 13.2172 -13.2684
H -2.3006 14.4585 -15.3773
H -2.1312 12.9484 -16.2163
H -0.6919 13.6855 -15.5913
H -0.1009 11.6542 -14.2837
H -1.2995 11.0886 -15.1470
C 1.0372 5.0006 -11.8744
O 1.0064 5.9942 -12.8605
C 2.0621 5.8779 -13.7812
C 1.9678 7.0707 -14.7350
N 0.6417 7.1444 -15.3950
C 0.4926 6.2004 -16.5041
C -0.9497 6.0385 -16.9232
O -1.5974 5.1768 -15.9975
C -2.9956 5.2165 -16.2186
H 1.8692 5.1333 -11.1734
H 1.0735 3.9847 -12.2815
H 0.1257 5.0530 -11.2775
H 1.9898 4.9517 -14.3668
H 3.0554 5.8456 -13.3204
H 2.7107 6.9526 -15.5263
H 2.0605 8.0064 -14.1849
H 0.0115 6.9367 -14.6204
H 0.9554 5.2412 -16.2511
H 1.0021 6.6373 -17.3683
H -1.0741 5.6472 -17.9365
H -1.3824 7.0468 -16.9333
H -3.4923 4.6522 -15.4330
H -3.2475 4.7725 -17.1885
H -3.3763 6.2418 -16.2230
C -0.9339 18.4576 -12.2711
O -0.4721 17.1787 -12.5953
C 0.6037 17.1443 -13.5033
C 1.2017 15.7473 -13.4217
N 2.2561 15.5297 -14.4027
C 3.5442 16.1320 -14.0746
C 4.1850 15.6378 -12.7967
O 5.3849 16.3384 -12.5677
C 6.0422 15.9705 -11.3746
H -1.2273 19.0298 -13.1657
H -0.1582 19.0522 -11.7773
H -1.8551 18.3807 -11.6980
H 1.3482 17.8757 -13.1617
H 0.3021 17.3285 -14.5384
H 0.4318 15.0192 -13.6962
H 1.4219 15.4886 -12.3784
H 2.3281 14.5412 -14.6283
H 3.3989 17.2135 -14.0392
H 4.2419 15.9297 -14.8933
H 4.3425 14.5512 -12.8341
H 3.4928 15.8245 -11.9639
H 6.7422 16.7755 -11.1621
H 6.6263 15.0533 -11.5135
H 5.3297 15.8141 -10.5614
C 0.4257 13.3422 -19.8784
O 1.6874 13.0519 -19.3198
C 1.9267 13.8682 -18.1956
C 3.3082 13.5645 -17.6455
N 3.3235 12.1854 -17.1615
C 4.6432 11.7971 -16.6494
C 4.6788 10.2678 -16.5738
O 4.2016 9.7549 -17.7851
C 4.5071 8.3986 -18.0724
H 0.3807 14.3151 -20.3785
H -0.3877 13.3568 -19.1414
H 0.1968 12.5360 -20.5751
H 1.1780 13.7346 -17.4059
H 1.9150 14.9397 -18.4428
H 3.5437 14.2236 -16.8058
H 4.0288 13.7450 -18.4555
H 3.0873 11.5695 -17.9358
H 4.7527 12.2786 -15.6728
H 5.4538 12.1806 -17.2830
H 4.0322 9.9860 -15.7351
H 5.7060 9.9190 -16.4255
H 5.5368 8.3334 -18.4227
H 3.7810 7.9998 -18.7731
H 4.3883 7.8492 -17.1310
C 3.3403 12.9605 -8.6081
C 3.6898 11.4829 -8.7508
O 2.8291 10.6665 -7.9655
H 4.2044 13.5579 -8.9120
H 3.1762 13.2030 -7.5583
H 2.5078 13.2402 -9.2492
H 4.7279 11.3042 -8.4474
H 3.5750 11.2167 -9.8059
H 3.0060 9.7592 -8.2979
C -0.3413 11.4705 -9.2856
C -1.7065 11.9851 -8.8627
O -1.5863 12.6695 -7.6206
H 0.3543 12.2670 -9.5451
H -0.4708 10.6804 -10.0272
H 0.1448 10.9448 -8.4577
H -2.3382 11.0942 -8.7449
H -2.1628 12.6373 -9.6147
H -2.4744 12.8818 -7.3180
C 1.9617 12.2414 -12.2879
C 2.4424 11.6559 -13.6067
O 2.1421 12.5995 -14.6371
H 2.0084 11.4915 -11.5045
H 0.9128 12.5091 -12.4344
H 2.4784 13.1723 -12.0563
H 1.8801 10.7348 -13.7980
H 3.5152 11.4434 -13.5654
H 2.4367 12.2212 -15.4994
C 0.8191 9.5911 -18.6504
C 0.7213 10.0880 -17.2105
O -0.4604 9.5827 -16.6129
H 1.7992 9.8062 -19.0868
H 0.0658 10.1016 -19.2535
H 0.6463 8.5187 -18.7501
H 0.7373 11.1817 -17.2017
H 1.6453 9.8417 -16.6683
H -0.1844 8.7182 -16.2356